P.
Entry from OMol25: an isolated molecule of C4H9N (the ωB97M-V functional and the def2-TZVPD basis).

* Kohn-Sham gap: 10.444 eV
* highest occupied orbital energy: -9.360 eV
* lowest unoccupied orbital energy: 1.084 eV

```
! wB97M-V def2-TZVPD RIJCOSX def2/J DEFGRID3
* xyz 0 1
N -0.23101 0.11322 1.60400
C -1.01989 0.63117 -0.56220
C 0.09227 0.04157 0.15650
C 1.51945 0.39159 -0.11495
C -0.68441 -0.91088 -0.68516
H 2.34441 -0.26312 0.35125
H -0.99411 1.30705 -1.46295
H -1.24045 -0.28746 1.37644
H -1.90290 0.71163 0.02752
H -1.30229 -1.53364 -0.08422
H 1.55034 0.17126 -1.18576
H -0.16591 -1.21672 -1.64565
H 0.30914 -0.63963 2.07229
H 1.72538 1.48398 0.15289
*
```

Here are the Mulliken charges for atoms 1 to 2, given in e: -0.64 -0.76

=====

Q.
Entry from OMol25: an isolated molecule of C4H9N (the ωB97M-V functional and the def2-TZVPD basis).

* Kohn-Sham gap: 8.862 eV
* highest occupied orbital energy: -7.726 eV
* lowest unoccupied orbital energy: 1.136 eV

```
! wB97M-V def2-TZVPD RIJCOSX def2/J DEFGRID3
* xyz 0 1
N 0.49162 1.29127 -0.66996
C -0.22717 0.46470 0.21543
C 0.13290 -1.60578 -1.20057
C -0.31537 1.03440 1.62131
C -0.26258 -0.85295 0.03138
H -0.46367 2.10919 1.52233
H 0.77200 0.80573 -1.49869
H 0.81979 -1.10662 -1.87740
H 0.62779 0.86243 2.13250
H 0.58920 -2.54700 -0.89026
H 0.32041 2.27354 -0.58061
H -1.10952 0.53433 2.16462
H -0.62822 -1.45802 0.85383
H -0.74719 -1.80521 -1.82391
*
```

Here are the Mulliken charges for atoms 1 to 2, given in e: -0.44 0.58

=====

R.
Entry from OMol25: a 2-piece molecular cluster, C4H9N overall (the ωB97M-V functional and the def2-TZVPD basis).

* Kohn-Sham gap: 10.562 eV
* highest occupied orbital energy: -9.625 eV
* lowest unoccupied orbital energy: 0.937 eV

```
! wB97M-V def2-TZVPD RIJCOSX def2/J DEFGRID3
* xyz 0 1
N -2.46755 -1.70082 3.14337
C 1.87206 1.09471 -2.09682
C 1.63241 0.50824 -0.92020
C 1.68931 0.50126 -3.47062
C -2.76752 -0.49904 3.48234
H 1.11067 -0.44009 -0.93417
H -1.45215 -1.67372 2.98012
H 2.02035 2.17331 -2.12102
H 1.41302 -0.55208 -3.47852
H 1.68702 1.16535 -0.07132
H 0.90003 1.06064 -3.97227
H 2.63036 0.67506 -3.99818
H -3.82084 -0.25872 3.40858
H -1.99634 0.11998 3.93250
*
```

Here are the Mulliken charges for atoms 1 to 2, given in e: -0.47 0.01

=====

Most stable structure - Q; separation to the second - 1.330 eV.

=====

P.
Entry from OMol25: an isolated molecule of C4H9N (the ωB97M-V functional and the def2-TZVPD basis).

* Kohn-Sham gap: 10.243 eV
* highest occupied orbital energy: -9.012 eV
* lowest unoccupied orbital energy: 1.231 eV

```
! wB97M-V def2-TZVPD RIJCOSX def2/J DEFGRID3
* xyz 0 1
N -0.00403 0.69803 -0.24669
C 0.24056 0.83428 1.16000
C 1.26947 -1.40692 -0.20126
C 0.23700 -0.51804 0.47712
C -1.28335 0.94481 -0.85690
H -0.63668 1.06365 1.78298
H -1.49059 2.01830 -0.85950
H 2.06548 -0.82445 -0.67279
H -2.11934 0.41064 -0.37518
H 1.70031 -2.20385 0.41113
H -1.20992 0.60699 -1.89625
H -0.62510 -1.09870 0.82570
H 1.13356 1.37374 1.47315
H 0.72262 -1.89847 -1.02151
*
```

Here are the Mulliken charges for atoms 1 to 2, given in e: -0.24 -0.30

=====

Q.
Entry from OMol25: a 2-piece molecular cluster, C4H9N overall (the ωB97M-V functional and the def2-TZVPD basis).

* Kohn-Sham gap: 10.388 eV
* highest occupied orbital energy: -9.475 eV
* lowest unoccupied orbital energy: 0.913 eV

```
! wB97M-V def2-TZVPD RIJCOSX def2/J DEFGRID3
* xyz 0 1
N 2.24137 3.17233 -0.99608
C -0.99345 -3.16690 -0.28893
C 3.21769 3.48571 -0.21021
C -1.79493 -0.97767 0.73357
C -2.06065 -2.43940 0.21616
H 4.22523 3.06460 -0.54212
H 0.07517 -2.66724 -0.29879
H -1.11697 -1.03727 1.66117
H -1.19418 -0.35772 0.08977
H -2.70270 -0.26961 1.02989
H -2.97896 -2.49030 -0.19312
H 3.02949 4.00908 0.76682
H -1.26318 -3.75367 -1.19913
H 1.31608 3.42806 -0.76898
*
```

Here are the Mulliken charges for atoms 1 to 2, given in e: -0.47 -0.53

=====

Most stable structure - P; separation to the second - 1.862 eV.

=====

P.
Entry from OMol25: C4H9N as an isolated structure (the ωB97M-V functional and the def2-TZVPD basis).

* Kohn-Sham gap: 7.255 eV
* highest occupied orbital energy: -7.357 eV
* lowest unoccupied orbital energy: -0.103 eV

```
! wB97M-V def2-TZVPD RIJCOSX def2/J DEFGRID3
* xyz 0 1
N -1.90668 -0.22938 -0.33937
C -1.92483 -0.67344 0.92637
C -0.64491 0.32883 -0.69867
C 0.43277 -0.62073 -0.64296
C 1.85125 -0.08606 -0.84481
H 2.10605 0.08569 -1.92508
H 0.00314 0.02525 0.33336
H -0.43650 1.31993 2.66460
H -0.87743 1.85035 2.32873
H 2.62169 -0.70219 -0.43026
H 0.03741 -1.65094 -0.50746
H 1.92602 0.85301 -0.34303
H -0.63686 1.11320 -1.46468
H -2.55112 -1.61353 0.94327
*
```

Here are the Mulliken charges for atoms 1 to 2, given in e: -0.32 -0.39

=====

Q.
Entry from OMol25: an isolated molecule of C4H9N (the ωB97M-V functional and the def2-TZVPD basis).

* Kohn-Sham gap: 9.747 eV
* highest occupied orbital energy: -8.579 eV
* lowest unoccupied orbital energy: 1.167 eV

```
! wB97M-V def2-TZVPD RIJCOSX def2/J DEFGRID3
* xyz 0 1
N 0.23115 1.12956 0.61720
C -1.07318 0.53172 0.42899
C 1.33650 0.29554 0.05533
C -0.77319 -0.87709 -0.07373
C 0.41754 -0.54425 -0.92867
H -1.75490 -1.28082 -0.39511
H 0.82492 -1.37233 -1.51875
H 0.43448 1.28173 1.59892
H 2.09467 0.89828 -0.51716
H -1.73792 1.05053 -0.32569
H -1.67329 0.59102 1.31274
H 1.88188 -0.33559 0.76577
H -0.42746 -1.45246 0.78415
H 0.21882 0.08417 -1.80397
*
```

Here are the Mulliken charges for atoms 1 to 2, given in e: -0.39 -0.56

=====

Most stable structure - Q; separation to the second - 6.393 eV.

=====

P.
Entry from OMol25: an isolated molecule of C4H9N (the ωB97M-V functional and the def2-TZVPD basis).

* Kohn-Sham gap: 10.366 eV
* highest occupied orbital energy: -9.163 eV
* lowest unoccupied orbital energy: 1.203 eV

```
! wB97M-V def2-TZVPD RIJCOSX def2/J DEFGRID3
* xyz 0 1
N -0.39687 0.00328 2.40800
C -0.35749 0.51503 1.03676
C 0.76793 -0.13026 -2.42555
C 0.00844 0.15210 -1.37653
C 0.09344 -0.47965 -0.01687
H 1.13188 -0.74314 0.19822
H -0.53670 -1.36824 -0.02738
H -0.91784 0.70309 -1.54091
H -1.37072 0.83892 0.77211
H 1.62694 -0.77272 -2.29466
H 0.03624 -0.90212 2.52444
H -1.35012 -0.04436 2.73302
H 0.50503 0.22178 -3.41666
H 0.28956 1.39226 1.01124
*
```

Here are the Mulliken charges for atoms 1 to 2, given in e: -0.54 -0.55

=====

Q.
Entry from OMol25: a 2-piece molecular cluster, C4H9N overall (the ωB97M-V functional and the def2-TZVPD basis).

* Kohn-Sham gap: 8.118 eV
* highest occupied orbital energy: -7.006 eV
* lowest unoccupied orbital energy: 1.112 eV

```
! wB97M-V def2-TZVPD RIJCOSX def2/J DEFGRID3
* xyz 0 1
N 0.58956 -0.32564 -0.34372
C -1.87106 0.55462 -0.26977
C 0.00991 -1.39131 0.46700
C 1.75670 0.04779 -0.79569
C -0.60583 -0.09625 0.14273
H 2.59488 -0.62499 -0.67938
H -0.22875 -2.31301 -0.07464
H 1.83719 0.98388 -1.33300
H 1.39933 1.29844 1.19248
H -1.68287 1.55703 -0.66744
H 0.65948 1.22112 1.35600
H -2.40537 -0.02786 -1.03451
H -2.53395 0.65906 0.59569
H 0.48078 -1.54290 1.44426
*
```

Here are the Mulliken charges for atoms 1 to 2, given in e: -0.09 -1.14

=====

R.
Entry from OMol25: an isolated molecule of C4H9N (the ωB97M-V functional and the def2-TZVPD basis).

* Kohn-Sham gap: 8.110 eV
* highest occupied orbital energy: -7.085 eV
* lowest unoccupied orbital energy: 1.025 eV

```
! wB97M-V def2-TZVPD RIJCOSX def2/J DEFGRID3
* xyz 0 1
N 1.17786 0.84828 0.53060
C -0.97846 -1.17085 1.16068
C -0.15351 1.09529 -1.42915
C 0.33621 0.32732 -0.40174
C -0.28420 -1.03603 -0.19130
H 1.57581 0.34473 1.30400
H -1.43088 -2.13336 1.28674
H -0.39698 -0.82506 2.00459
H 0.45139 -1.85924 -0.25514
H -1.82812 -0.47985 1.09584
H -0.23559 0.71159 -2.44154
H 1.22486 1.84505 0.66289
H -0.68335 2.04050 -1.34765
H -0.94625 -1.21124 -1.02961
*
```

Here are the Mulliken charges for atoms 1 to 2, given in e: -0.40 -1.06

=====

S.
Entry from OMol25: an isolated molecule of C4H9N (the ωB97M-V functional and the def2-TZVPD basis).

* Kohn-Sham gap: 10.455 eV
* highest occupied orbital energy: -9.455 eV
* lowest unoccupied orbital energy: 1.000 eV

```
! wB97M-V def2-TZVPD RIJCOSX def2/J DEFGRID3
* xyz 0 1
N -0.95469 0.69754 -0.06373
C 0.48323 0.03690 -0.14995
C -1.68854 -0.28543 0.75027
C 1.33759 0.16456 0.83115
C 0.77534 -0.14809 -1.60978
H 0.02915 -0.75837 -2.10864
H 0.75787 0.86643 -2.00909
H -0.24291 1.15017 0.50736
H 1.79284 -0.49204 -1.81712
H -1.18850 -0.49053 1.69948
H 2.25966 -0.35689 1.00689
H -2.69172 0.05381 1.01034
H 1.19820 0.79718 1.71325
H -1.86750 -1.23524 0.23955
*
```

Here are the Mulliken charges for atoms 1 to 2, given in e: -0.47 0.55

=====

Most stable structure - P; separation to the second - 0.996 eV.